1.
Density functional theory data (wB97M-V/def2-TZVPD) for a cluster of 4 separate species, C25H52F3N4O13P2S in total in a non-equilibrium geometry.

Positions of all 100 atoms, in Å:
O (-4.083, -1.404, 3.664)
C (-3.069, -0.942, 3.214)
O (-2.929, 0.371, 2.950)
C (-1.828, -1.763, 2.910)
C (-0.672, -1.589, 3.659)
C (0.455, -2.305, 3.362)
P (2.041, -2.111, 4.279)
P (2.175, -0.008, 4.908)
O (2.169, 0.819, 3.709)
O (3.593, 0.146, 5.666)
O (0.985, 0.352, 5.912)
N (0.458, -3.198, 2.357)
C (-0.624, -3.403, 1.606)
C (-1.768, -2.696, 1.863)
S (-3.171, -3.028, 0.748)
O (-4.437, -2.824, 1.357)
O (-2.999, -4.379, 0.311)
C (-2.941, -1.823, -0.661)
F (-1.674, -1.888, -1.067)
F (-3.772, -2.043, -1.640)
F (-3.098, -0.592, -0.163)
H (-3.479, 0.842, 3.605)
H (-0.637, -0.891, 4.489)
H (3.014, -2.249, 3.258)
H (4.198, -0.453, 5.199)
H (0.686, -0.423, 6.414)
H (1.297, -3.728, 2.141)
H (-0.538, -4.132, 0.782)
C (1.267, 5.466, 5.261)
O (0.121, 6.267, 5.040)
C (0.014, 6.751, 3.704)
C (-1.180, 6.126, 3.008)
N (-0.953, 4.707, 2.752)
C (-2.141, 3.986, 2.308)
C (-3.300, 3.856, 3.295)
O (-3.005, 3.052, 4.432)
C (-2.395, 3.745, 5.512)
H (1.318, 5.246, 6.327)
H (1.203, 4.519, 4.714)
H (2.179, 5.997, 4.972)
H (0.934, 6.588, 3.137)
H (-0.148, 7.830, 3.768)
H (-1.354, 6.640, 2.059)
H (-2.057, 6.283, 3.650)
H (-0.614, 4.273, 3.601)
H (-1.812, 2.976, 2.046)
H (-2.508, 4.445, 1.385)
H (-4.111, 3.341, 2.770)
H (-3.707, 4.825, 3.600)
H (-2.711, 4.788, 5.564)
H (-1.306, 3.686, 5.447)
H (-2.692, 3.248, 6.437)
C (0.773, 1.942, -6.842)
O (-0.509, 2.340, -6.387)
C (-1.459, 1.281, -6.359)
C (-1.850, 0.957, -4.931)
N (-0.745, 0.329, -4.212)
C (-0.964, 0.210, -2.774)
C (-1.056, 1.503, -1.963)
O (0.154, 2.233, -1.909)
C (0.364, 3.135, -2.985)
H (1.385, 2.838, -6.934)
H (1.255, 1.264, -6.129)
H (0.709, 1.461, -7.822)
H (-1.094, 0.393, -6.883)
H (-2.346, 1.636, -6.890)
H (-2.707, 0.276, -4.937)
H (-2.158, 1.894, -4.451)
H (0.094, 0.874, -4.364)
H (-0.125, -0.370, -2.379)
H (-1.861, -0.379, -2.609)
H (-1.275, 1.220, -0.929)
H (-1.886, 2.143, -2.283)
H (-0.573, 3.537, -3.376)
H (0.932, 2.659, -3.789)
H (0.965, 3.964, -2.611)
C (4.193, -2.321, -3.385)
O (3.612, -3.345, -4.172)
C (4.324, -4.579, -4.120)
C (3.491, -5.639, -3.427)
N (3.362, -5.355, -2.000)
C (2.380, -6.190, -1.316)
C (0.915, -6.025, -1.715)
O (0.366, -4.758, -1.370)
C (0.565, -3.735, -2.337)
H (3.646, -1.400, -3.583)
H (4.114, -2.548, -2.315)
H (5.242, -2.168, -3.652)
H (5.302, -4.466, -3.645)
H (4.492, -4.892, -5.154)
H (3.967, -6.615, -3.558)
H (2.511, -5.665, -3.920)
H (3.095, -4.386, -1.884)
H (2.463, -5.959, -0.248)
H (2.667, -7.239, -1.432)
H (0.341, -6.762, -1.145)
H (0.734, -6.253, -2.769)
H (0.597, -4.116, -3.359)
H (1.473, -3.165, -2.121)
H (-0.272, -3.056, -2.246)

Atomic forces in eV per Å
O 1.24 -0.28 0.14
C -1.60 0.65 0.29
O 0.94 -0.74 0.44
C 0.08 -0.03 -0.59
C -0.64 0.22 0.38
C 1.89 0.65 0.27
P -0.37 -1.61 1.18
P 0.84 2.11 -1.27
O -0.52 0.10 -0.25
O -1.37 -1.29 0.13
O 0.62 -1.16 -0.15
N -0.29 0.00 -0.09
C -0.14 -0.76 -0.88
C -0.90 0.68 -0.42
S -1.47 -2.49 0.46
O 0.18 1.60 0.21
O 1.38 0.30 -0.82
C 0.74 0.88 0.72
F -0.11 -0.73 0.14
F -0.06 -0.24 0.08
F -0.44 -0.17 0.04
H -0.13 0.38 -0.34
H -0.13 0.10 -0.27
H -0.35 0.53 -0.05
H 0.51 0.38 0.28
H 0.05 0.32 0.45
H -0.02 0.06 -0.01
H -0.08 0.35 0.29
C -0.16 0.06 0.09
O 0.24 -0.21 -0.10
C -0.34 0.33 0.06
C 0.15 -0.26 0.13
N -0.21 0.13 -0.02
C 0.32 -0.16 0.13
C -0.20 -0.14 -0.39
O -0.07 0.07 -0.06
C 0.06 -0.36 0.17
H -0.05 0.05 0.00
H 0.16 0.00 -0.07
H 0.03 -0.07 -0.04
H -0.01 -0.15 0.04
H 0.03 0.00 -0.03
H -0.02 -0.03 -0.01
H -0.02 0.22 -0.03
H 0.08 0.00 -0.03
H -0.10 -0.02 -0.04
H -0.04 0.06 0.05
H -0.01 0.00 0.03
H 0.12 0.02 0.12
H 0.05 0.01 -0.09
H 0.01 0.19 0.01
H -0.08 0.01 -0.04
C -0.09 0.16 0.06
O 0.22 -0.24 -0.04
C -0.38 0.26 0.05
C 0.31 0.01 0.01
N -0.17 0.02 0.06
C 0.44 0.28 -0.36
C -0.02 -0.19 0.31
O -0.18 0.02 -0.14
C 0.27 0.02 0.15
H -0.06 0.02 0.02
H 0.05 -0.10 -0.11
H 0.06 -0.06 0.02
H 0.12 0.00 0.09
H -0.01 -0.04 -0.01
H 0.01 -0.01 0.03
H -0.18 0.02 -0.11
H 0.00 -0.01 -0.04
H -0.03 0.02 0.10
H -0.16 0.14 -0.22
H 0.02 0.03 0.02
H 0.06 0.03 -0.15
H -0.02 -0.08 -0.05
H -0.12 0.07 -0.13
H -0.03 -0.02 0.06
C -0.16 -0.03 -0.16
O 0.17 0.09 0.28
C -0.20 -0.21 -0.36
C 0.00 0.23 0.17
N -0.08 -0.14 -0.05
C 0.13 0.33 0.03
C -0.07 -0.44 0.33
O 0.12 -0.07 0.01
C -0.02 0.23 0.26
H -0.03 -0.04 -0.04
H 0.16 0.04 0.04
H 0.02 0.01 0.09
H -0.07 0.07 0.12
H 0.03 -0.01 0.01
H -0.02 -0.01 0.03
H 0.07 -0.08 -0.18
H 0.05 0.02 -0.05
H -0.06 -0.10 0.03
H -0.04 0.00 -0.05
H -0.03 0.03 -0.01
H 0.06 0.18 -0.05
H 0.09 -0.09 0.05
H 0.07 -0.03 -0.22
H -0.09 0.06 -0.17

Calculated values
Charge: +1
Molar mass in g/mol: 767.7
Kohn-Sham gap in eV: 5.3
Energy in a.u.: -3561.0401


2.
Density functional theory data (wB97M-V/def2-TZVPD) for a cluster of 3 separate species, C25H52FN5O8PS in total in a non-equilibrium geometry.

Positions of all 93 atoms, in Å:
C (3.794, -3.101, -1.163)
C (3.497, -2.745, -2.668)
C (2.002, -2.954, -3.137)
N (0.962, -2.889, -2.110)
N (0.491, -1.622, -1.824)
N (1.227, -0.603, -2.149)
C (0.752, 0.629, -1.866)
P (1.791, 2.115, -2.399)
O (2.963, 1.584, -3.463)
O (2.545, 2.829, -1.103)
S (0.635, 3.323, -3.363)
C (-0.537, 0.903, -1.163)
C (-1.317, -0.315, -0.784)
C (-2.652, -0.087, -0.015)
C (-3.682, 0.814, -0.809)
O (-4.620, 0.391, -1.370)
F (-3.404, 2.181, -0.751)
C (-0.745, -1.620, -1.176)
C (-1.537, -2.929, -0.849)
O (-1.746, -3.814, -1.944)
C (-2.094, -3.147, -3.167)
C (-3.378, -2.224, -3.066)
C (-4.712, -3.072, -2.902)
H (3.586, -4.198, -0.991)
H (3.019, -2.556, -0.534)
H (4.791, -2.771, -0.785)
H (4.226, -3.326, -3.301)
H (3.752, -1.657, -2.810)
H (1.956, -3.999, -3.573)
H (1.799, -2.287, -4.024)
H (1.135, -3.441, -1.271)
H (2.477, 1.107, -4.168)
H (2.195, 2.407, -0.289)
H (-0.890, 1.939, -0.938)
H (-3.144, -1.003, 0.379)
H (-2.386, 0.533, 0.895)
H (-2.525, -2.746, -0.357)
H (-0.913, -3.503, -0.095)
H (-1.220, -2.620, -3.665)
H (-2.377, -3.965, -3.895)
H (-3.285, -1.396, -2.320)
H (-3.455, -1.722, -4.079)
H (-5.072, -3.369, -3.925)
H (-4.542, -3.992, -2.285)
H (-5.480, -2.392, -2.450)
C (-9.132, 0.630, 3.318)
O (-8.230, 0.529, 4.409)
C (-8.197, -0.769, 4.999)
C (-6.871, -1.461, 4.712)
N (-6.768, -1.843, 3.303)
C (-5.429, -2.270, 2.904)
C (-4.295, -1.242, 3.000)
O (-4.410, -0.160, 2.081)
C (-5.243, 0.909, 2.519)
H (-9.212, 1.685, 3.049)
H (-8.760, 0.084, 2.446)
H (-10.126, 0.267, 3.591)
H (-9.048, -1.383, 4.690)
H (-8.280, -0.621, 6.080)
H (-6.791, -2.358, 5.332)
H (-6.070, -0.770, 4.998)
H (-7.033, -1.053, 2.727)
H (-5.503, -2.587, 1.859)
H (-5.155, -3.159, 3.481)
H (-3.368, -1.761, 2.729)
H (-4.140, -0.873, 4.019)
H (-5.213, 1.040, 3.602)
H (-6.268, 0.751, 2.181)
H (-4.886, 1.828, 2.050)
C (5.473, 1.220, -0.831)
O (6.887, 1.232, -0.808)
C (7.462, 2.119, -1.771)
C (8.108, 3.317, -1.089)
N (7.099, 4.212, -0.523)
C (7.648, 5.237, 0.366)
C (8.353, 4.771, 1.644)
O (7.490, 4.165, 2.596)
C (7.243, 2.786, 2.384)
H (5.136, 0.400, -0.191)
H (5.064, 2.152, -0.433)
H (5.093, 1.045, -1.843)
H (6.734, 2.430, -2.527)
H (8.243, 1.552, -2.285)
H (8.705, 3.868, -1.821)
H (8.780, 2.932, -0.314)
H (6.430, 3.663, 0.003)
H (6.807, 5.871, 0.663)
H (8.330, 5.873, -0.208)
H (8.750, 5.664, 2.135)
H (9.221, 4.132, 1.442)
H (8.099, 2.274, 1.939)
H (6.353, 2.653, 1.763)
H (7.033, 2.329, 3.353)

Atomic forces in eV per Å
C -1.71 0.04 -0.02
C 0.90 0.94 0.44
C 1.58 -1.43 -1.13
N 0.44 0.44 -1.16
N -2.31 -1.21 1.88
N -0.65 1.72 0.45
C -1.39 0.34 1.45
P 0.26 1.62 -1.86
O -1.26 -0.39 2.15
O -1.05 -2.27 -1.13
S 0.07 -0.56 0.70
C 0.86 -3.62 -0.49
C 2.12 1.56 -1.31
C 0.87 1.15 0.35
C 0.76 -0.44 0.68
O -0.05 0.47 -0.09
F -0.03 -1.75 0.04
C -1.06 2.41 0.39
C 0.83 -0.90 0.13
O 0.42 1.08 -0.01
C -1.24 0.05 -1.24
C 0.16 -0.52 -1.08
C 0.49 0.73 -0.08
H 0.63 1.04 -0.03
H 0.96 -0.47 -0.44
H -0.75 -0.52 -0.59
H -1.05 0.52 0.36
H -0.17 -1.01 0.11
H -0.27 1.06 0.68
H -0.16 -0.52 1.26
H -0.10 0.29 -0.17
H 0.39 0.43 0.18
H 0.50 0.41 -0.25
H 0.41 -1.06 -0.35
H 0.27 0.89 -0.75
H -0.22 -0.80 -0.89
H 0.98 0.47 -0.45
H -0.68 0.54 -0.74
H -0.73 -0.39 0.92
H 0.45 0.71 0.94
H -0.09 -0.88 -0.51
H 0.21 -0.32 1.15
H 0.34 0.14 1.07
H -0.28 0.88 -0.43
H 0.53 -0.90 -0.30
C 0.15 0.29 0.13
O -0.23 -0.27 -0.25
C 0.33 0.13 0.40
C -0.28 0.08 -0.32
N 0.27 0.10 0.16
C -0.25 0.12 -0.20
C 0.13 -0.35 -0.12
O -0.13 0.05 0.48
C -0.06 0.09 -0.32
H 0.05 -0.07 0.08
H -0.17 -0.12 -0.09
H 0.02 -0.06 -0.07
H 0.09 0.05 -0.17
H 0.01 -0.04 -0.02
H 0.02 0.00 -0.03
H -0.02 0.02 0.23
H -0.08 -0.09 0.05
H 0.10 -0.02 0.02
H 0.03 0.09 0.06
H 0.02 0.00 -0.02
H -0.14 0.11 -0.04
H -0.06 -0.09 -0.02
H -0.06 0.09 0.20
H 0.07 -0.04 0.01
C 0.30 -0.18 0.20
O -0.42 0.06 -0.20
C 0.59 -0.01 0.05
C -0.48 -0.06 0.10
N 0.22 -0.09 -0.02
C -0.26 -0.07 0.07
C 0.00 0.40 0.05
O 0.21 -0.19 -0.21
C -0.19 0.23 0.26
H 0.11 0.02 0.00
H -0.16 0.07 -0.15
H -0.06 0.11 -0.01
H -0.10 0.04 0.18
H -0.02 0.03 0.00
H -0.01 0.00 0.02
H 0.17 -0.10 -0.13
H 0.06 0.04 -0.05
H 0.10 0.03 0.05
H 0.04 -0.09 0.02
H -0.05 -0.02 0.01
H -0.11 -0.15 -0.05
H -0.04 0.02 -0.10
H 0.08 -0.21 -0.13
H 0.05 0.07 0.02

Calculated values
Charge: +1
Molar mass in g/mol: 632.8
Kohn-Sham gap in eV: 5.2
Energy in a.u.: -2698.4635


In the order shown, the computed HOMO values come out to -10.458, -10.152 eV.